# 1
DFT (ωB97M-V with the def2-TZVPD basis set) results for a structure of composition C8H8BiN2O4S at a distorted geometry.

ORCA input file:
```
! wB97M-V def2-TZVPD RIJCOSX def2/J DEFGRID3
* xyz 3 1
Bi 0.0379 -0.2356 -2.6322
O -0.6440 3.6511 -2.6764
C -0.4506 2.5394 -2.8061
C 2.3458 -0.9802 -2.9562
O 3.3722 -1.4036 -2.6716
C -1.8882 -1.7134 -2.9609
O -2.6940 -2.4752 -2.6664
C 0.0101 -0.1028 -5.2582
O 0.0139 -0.1244 -6.3972
S 0.3101 -1.9195 -0.5557
C 0.1522 -0.9333 0.8992
N -1.0593 -0.6615 1.4055
C -1.3201 0.2562 2.5197
C -0.1214 1.1481 2.7642
C 1.1819 0.3810 2.7154
N 1.2325 -0.4121 1.4825
H -1.8466 -1.1108 0.9486
H -1.5485 -0.3403 3.4143
H -2.2091 0.8476 2.2713
H -0.2180 1.6440 3.7321
H -0.1051 1.9325 2.0039
H 1.2796 -0.2815 3.5866
H 2.0430 1.0515 2.6930
H 2.1256 -0.7571 1.1448
*
```

Total energy: -1331.700343 hartree
Frontier orbital gap: 5.86 eV

For each atom in turn, the Löwdin charge in e is: atom 1 (Bi): 1.54, atom 2 (O): 0.17, atom 3 (C): -0.05, atom 4 (C): -0.08, atom 5 (O): 0.23, atom 6 (C): -0.08, atom 7 (O): 0.23, atom 8 (C): -0.04, atom 9 (O): 0.22, atom 10 (S): 0.64, atom 11 (C): -0.70, atom 12 (N): 0.06, atom 13 (C): -0.12, atom 14 (C): -0.14, atom 15 (C): -0.11, atom 16 (N): 0.05, atom 17 (H): 0.15, atom 18 (H): 0.15, atom 19 (H): 0.15, atom 20 (H): 0.15, atom 21 (H): 0.13, atom 22 (H): 0.16, atom 23 (H): 0.15, atom 24 (H): 0.15


# 2
DFT (ωB97M-V with the def2-TZVPD basis set) results for a structure of composition C12H10BrF2Pd at a distorted geometry.

ORCA input file:
```
! wB97M-V def2-TZVPD RIJCOSX def2/J DEFGRID3
* xyz 1 3
Pd 3.5822 -2.7474 -1.7135
Br 2.6564 -0.5985 -0.7403
F 2.4703 2.6134 -3.2936
C 1.1471 2.7944 -3.0676
C 0.5602 2.3976 -1.8911
C -0.7573 2.7277 -1.6349
C -1.4784 3.4583 -2.5828
C -0.8835 3.8973 -3.7683
C 0.4315 3.5641 -4.0210
H 1.0770 1.7297 -1.2178
H -1.1542 2.3156 -0.7189
H -2.5425 3.6342 -2.5270
H -1.5218 4.3974 -4.4816
H 0.8954 3.9864 -4.9001
F -2.7478 -3.8000 2.1993
C -1.6071 -3.3181 2.6543
C -0.8286 -2.4121 1.8824
C 0.3764 -1.9507 2.2516
C 0.8564 -2.3219 3.4858
C 0.1356 -3.2433 4.2805
C -1.1400 -3.6909 3.8850
H -1.2354 -2.2639 0.8930
H 0.8983 -1.2860 1.5791
H 1.8535 -1.9982 3.7452
H 0.6758 -3.5642 5.1590
H -1.7194 -4.3210 4.5435
*
```

Total energy: -3364.473168 hartree
Expectation value of S²: 2.0128
Frontier orbital gap (spin up / spin down): 6.06 / 2.23 eV

For each atom in turn, the Löwdin charge in e is: atom 1 (Pd): 0.50, atom 2 (Br): 0.24, atom 3 (F): 0.08, atom 4 (C): -0.22, atom 5 (C): -0.02, atom 6 (C): -0.03, atom 7 (C): -0.03, atom 8 (C): -0.05, atom 9 (C): 0.03, atom 10 (H): 0.05, atom 11 (H): 0.12, atom 12 (H): 0.12, atom 13 (H): 0.12, atom 14 (H): 0.13, atom 15 (F): 0.10, atom 16 (C): -0.29, atom 17 (C): -0.04, atom 18 (C): -0.14, atom 19 (C): -0.09, atom 20 (C): -0.05, atom 21 (C): 0.00, atom 22 (H): 0.11, atom 23 (H): 0.05, atom 24 (H): 0.10, atom 25 (H): 0.10, atom 26 (H): 0.12


# 3
DFT (ωB97M-V with the def2-TZVPD basis set) results for a cluster of 2 separate species, C9H14 in total at a distorted geometry.

ORCA input file:
```
! wB97M-V def2-TZVPD RIJCOSX def2/J DEFGRID3
* xyz 0 1
C 0.9126 1.9459 3.8782
C 0.7761 1.4364 2.4759
C 0.1373 0.1542 2.2143
C -0.0591 -0.2506 0.8733
C 0.2798 0.6174 -0.1406
C 0.8229 1.8413 0.1482
C 1.0713 2.2672 1.3823
H 0.1426 2.7362 4.0844
H 1.8955 2.3491 4.0360
H 0.7904 1.1455 4.6238
H -0.2287 -0.5415 3.0684
H -0.4830 -1.1764 0.6275
H 0.0293 0.3095 -1.1173
H 1.1485 2.4282 -0.7556
H 1.7513 3.0761 1.7165
C -0.9352 -1.6595 -2.9673
C -1.2709 -2.9971 -3.8134
H -0.2124 -0.9817 -3.3748
H -1.7609 -0.8879 -2.8901
H -0.6928 -1.9676 -1.9710
H -2.3182 -3.0991 -4.0670
H -0.7903 -2.8781 -4.7556
H -1.0060 -3.8676 -3.2761
*
```

Total energy: -351.286292 hartree
Frontier orbital gap: 9.89 eV
SMILES: Cc1ccccc1.CC

For each atom in turn, the Löwdin charge in e is: atom 1 (C): -0.08, atom 2 (C): -0.27, atom 3 (C): -0.02, atom 4 (C): -0.09, atom 5 (C): -0.10, atom 6 (C): -0.13, atom 7 (C): -0.08, atom 8 (H): 0.10, atom 9 (H): 0.06, atom 10 (H): 0.07, atom 11 (H): 0.13, atom 12 (H): 0.08, atom 13 (H): 0.07, atom 14 (H): 0.13, atom 15 (H): 0.13, atom 16 (C): -0.15, atom 17 (C): -0.12, atom 18 (H): 0.04, atom 19 (H): 0.08, atom 20 (H): 0.03, atom 21 (H): 0.05, atom 22 (H): 0.04, atom 23 (H): 0.04


# 4
DFT (ωB97M-V with the def2-TZVPD basis set) results for a cluster of 2 separate species, C6H16P in total at a distorted geometry.

ORCA input file:
```
! wB97M-V def2-TZVPD RIJCOSX def2/J DEFGRID3
* xyz 1 1
C -1.3207 1.4629 1.1097
C 1.1097 1.6678 0.8388
C 0.1203 0.1261 -2.1060
C 1.4259 -1.6026 -0.1427
C -1.3720 -1.5738 -0.1896
C -0.0598 0.8093 0.7399
P 0.0565 -0.5079 -0.3670
H -2.1350 0.7641 0.9456
H -1.6248 2.2658 0.2881
H -1.2413 1.9384 2.1468
H 1.2122 2.0715 -0.1629
H 2.0938 1.1787 0.8442
H 0.9497 2.3879 1.7058
H -0.2918 -0.6413 -2.7764
H 1.1308 0.3510 -2.3886
H -0.4974 1.0665 -2.0792
H 1.1558 -2.7410 -0.3919
H 1.6279 -1.6651 0.9107
H 2.2100 -1.2160 -0.6848
H -1.2847 -1.9027 0.8828
H -1.4824 -2.4374 -0.8463
H -2.2066 -0.9232 -0.3974
H -0.0346 -0.5381 2.2796
*
```

Total energy: -579.180906 hartree
Frontier orbital gap (spin up / spin down): 8.90 / 8.57 eV

For each atom in turn, the Löwdin charge in e is: atom 1 (C): -0.13, atom 2 (C): -0.11, atom 3 (C): -0.14, atom 4 (C): -0.18, atom 5 (C): -0.19, atom 6 (C): -0.56, atom 7 (P): 0.80, atom 8 (H): 0.06, atom 9 (H): 0.15, atom 10 (H): 0.13, atom 11 (H): 0.09, atom 12 (H): 0.10, atom 13 (H): 0.13, atom 14 (H): 0.07, atom 15 (H): 0.05, atom 16 (H): 0.08, atom 17 (H): 0.14, atom 18 (H): 0.05, atom 19 (H): 0.02, atom 20 (H): 0.07, atom 21 (H): 0.08, atom 22 (H): 0.05, atom 23 (H): 0.23


# 5
DFT (ωB97M-V with the def2-TZVPD basis set) results for a cluster of 3 separate species, C2H10N2O3 in total at a distorted geometry.

ORCA input file:
```
! wB97M-V def2-TZVPD RIJCOSX def2/J DEFGRID3
* xyz 0 1
N 0.0049 0.5200 1.1700
C 0.7031 0.9812 -0.0469
C 0.5028 0.0186 -1.2085
N 0.5867 -1.2783 -0.8274
O 0.5575 0.3650 -2.3786
H -0.0265 1.2808 1.8382
H -0.9658 0.3470 0.9163
H 0.4410 2.0093 -0.3007
H 1.7686 1.0045 0.1926
H 0.5505 -1.4790 0.1634
H 0.6746 -2.0254 -1.4911
O 0.2023 -2.0755 2.1619
H 0.2815 -1.1228 2.3295
H 0.6570 -2.5819 2.8369
O -2.0730 1.2577 -1.3919
H -1.2777 1.0400 -1.9131
H -2.5874 1.7390 -2.0508
*
```

Total energy: -417.458591 hartree
Frontier orbital gap: 10.82 eV
SMILES: NCC(N)=O.O.O

For each atom in turn, the Löwdin charge in e is: atom 1 (N): -0.01, atom 2 (C): -0.17, atom 3 (C): -0.56, atom 4 (N): 0.19, atom 5 (O): 0.03, atom 6 (H): 0.08, atom 7 (H): 0.09, atom 8 (H): 0.12, atom 9 (H): 0.12, atom 10 (H): 0.06, atom 11 (H): 0.12, atom 12 (O): -0.08, atom 13 (H): 0.00, atom 14 (H): 0.04, atom 15 (O): -0.06, atom 16 (H): 0.00, atom 17 (H): 0.04


# 6
DFT (ωB97M-V with the def2-TZVPD basis set) results for a cluster of 2 separate species, C19H12BrO3 in total at a distorted geometry.

ORCA input file:
```
! wB97M-V def2-TZVPD RIJCOSX def2/J DEFGRID3
* xyz -1 1
C 7.1991 -1.0584 0.6584
C 6.1484 -0.5008 0.4126
C 4.8239 -0.0186 0.0692
C 3.8311 -0.8983 0.8531
C 4.0920 -2.4176 0.6509
O 4.3007 -3.1491 1.5494
Br 4.0873 -3.1858 -1.1914
H 7.9416 -1.7768 0.9115
H 4.6688 -0.1304 -1.0125
H 4.0463 -0.7291 1.9128
H 2.7785 -0.6653 0.6007
C -3.2041 2.3587 2.9440
C -1.8629 2.0826 3.1945
C -1.0933 1.4462 2.2351
C -1.6643 1.0724 1.0250
C -3.0151 1.3280 0.7822
C -3.7792 1.9822 1.7419
C -3.6541 0.8913 -0.4893
O -4.8297 1.1176 -0.7024
C -2.8258 0.1650 -1.4889
C -3.4161 -0.3010 -2.6580
C -2.6512 -0.9671 -3.6011
C -1.2899 -1.1635 -3.3854
C -0.6973 -0.7062 -2.2203
C -1.4643 -0.0495 -1.2655
C -0.8211 0.4051 -0.0039
O 0.3613 0.2307 0.1832
H -3.8017 2.8644 3.6922
H -1.4182 2.3670 4.1396
H -0.0492 1.2363 2.4276
H -4.8229 2.1925 1.5503
H -4.4731 -0.1467 -2.8291
H -3.1138 -1.3338 -4.5087
H -0.6922 -1.6783 -4.1266
H 0.3604 -0.8634 -2.0509
*
```

Total energy: -3530.912391 hartree
Frontier orbital gap: 2.86 eV

For each atom in turn, the Löwdin charge in e is: atom 1 (C): 0.00, atom 2 (C): -0.32, atom 3 (C): -0.29, atom 4 (C): -0.28, atom 5 (C): -0.79, atom 6 (O): 0.00, atom 7 (Br): 0.52, atom 8 (H): -0.03, atom 9 (H): 0.02, atom 10 (H): 0.09, atom 11 (H): 0.08, atom 12 (C): -0.07, atom 13 (C): -0.06, atom 14 (C): 0.01, atom 15 (C): -0.08, atom 16 (C): -0.09, atom 17 (C): -0.01, atom 18 (C): -0.28, atom 19 (O): 0.09, atom 20 (C): -0.09, atom 21 (C): -0.01, atom 22 (C): -0.06, atom 23 (C): -0.05, atom 24 (C): 0.01, atom 25 (C): -0.08, atom 26 (C): -0.27, atom 27 (O): 0.12, atom 28 (H): 0.10, atom 29 (H): 0.11, atom 30 (H): 0.13, atom 31 (H): 0.12, atom 32 (H): 0.12, atom 33 (H): 0.10, atom 34 (H): 0.11, atom 35 (H): 0.13